Record 1
{"formula": "C4F6MoN2S3Sb", "method": "ωB97M-V/def2-TZVPD", "orbital_gap_ev": [6.17, 6.50], "s_squared": 0.78, "multiplicity": 2, "charge": 2, "de_lowest_ev": 0.055, "energy_ev": -64312.111, "homo_ev": [-18.20, -18.92], "elements": ["Mo", "S", "C", "S", "C", "C", "N", "C", "N", "F", "Sb", "F", "F", "F", "F", "F", "S"], "coordinates": [[-0.42894, 1.05825, 0.71994], [1.84853, 0.32847, 0.55045], [1.66397, 0.56952, 2.20011], [0.03816, 0.47521, 2.87331], [2.80391, 0.77420, 3.03956], [4.09345, 0.79493, 2.47938], [5.15326, 0.82661, 2.01782], [2.60196, 0.95200, 4.41842], [2.37098, 1.09880, 5.54305], [0.38090, 2.20189, -0.88171], [0.40596, 4.13443, -0.38290], [0.99558, 3.26546, 1.19968], [-1.44474, 2.60253, 0.62299], [2.04513, 4.52953, -1.05584], [-0.83282, 4.35515, -1.69930], [-0.24842, 5.48762, 0.65026], [-1.64172, -0.37704, -0.00705]]}

***

Record 2
{"formula": "C4H10", "method": "ωB97M-V/def2-TZVPD", "orbital_gap_ev": 10.16, "de_lowest_ev": 1.740, "energy_ev": -4308.622, "homo_ev": -9.12, "smiles": "C=CC.C", "elements": ["C", "C", "C", "H", "H", "H", "H", "H", "H", "C", "H", "H", "H", "H"], "coordinates": [[-1.11967, 1.20901, -2.07482], [-0.57977, 1.45967, -0.88270], [-1.04080, 2.43176, 0.15352], [-0.93605, 0.36081, -2.71774], [-1.52239, 2.08233, -2.58704], [0.36177, 0.98117, -0.62548], [-0.96590, 1.98688, 1.13876], [-0.49590, 3.37873, 0.21749], [-2.07165, 2.72317, -0.05381], [2.23960, -4.18079, 2.17893], [2.94266, -3.75626, 1.45069], [1.40852, -4.49919, 1.54963], [1.94336, -3.40249, 2.87319], [2.77882, -4.99329, 2.65320]]}

***

Record 3
{"formula": "C4H10", "method": "ωB97M-V/def2-TZVPD", "orbital_gap_ev": [8.46, 8.81], "s_squared": 0.77, "multiplicity": 2, "charge": 1, "de_lowest_ev": 2.986, "energy_ev": -4296.751, "homo_ev": [-15.32, -16.57], "elements": ["C", "C", "C", "C", "H", "H", "H", "H", "H", "H", "H", "H", "H", "H"], "coordinates": [[-0.85133, -0.34888, -1.12706], [-1.17783, -0.09039, 0.25789], [-0.57454, -0.49975, 1.45567], [2.12513, 0.84540, -0.40629], [-1.28265, 0.32964, -1.90157], [0.12856, -0.59812, -1.55189], [-2.11944, 0.51355, 0.40716], [2.36658, 0.88443, -1.40176], [-0.88940, -0.04171, 2.40936], [-1.77895, -1.82682, -0.39168], [0.36407, -1.07797, 1.43721], [1.08102, 0.58631, -0.22991], [2.57827, -0.05080, 0.02462], [2.42332, 1.84316, 0.11719]]}

***

Record 4
{"formula": "C4H10AgF2O2TiV", "method": "ωB97M-V/def2-TZVPD", "orbital_gap_ev": [7.43, 5.66], "s_squared": 15.76, "multiplicity": 8, "charge": 3, "energy_ev": -66606.161, "homo_ev": [-20.31, -20.44], "elements": ["Ti", "Ag", "V", "C", "C", "O", "H", "H", "H", "H", "H", "C", "C", "O", "H", "H", "H", "H", "H", "F", "F"], "coordinates": [[1.27410, 0.64887, -3.26561], [-0.84549, -2.59312, -2.62765], [2.03051, -0.39502, -0.15078], [-0.54431, 2.49799, -2.27227], [-0.21831, 2.20162, -0.81558], [0.85965, 1.37715, -0.59302], [0.26154, 2.76243, -2.95696], [-1.18391, 3.37968, -2.31282], [-1.01215, 1.64770, -2.76850], [-1.13339, 1.82311, -0.36010], [0.01034, 3.20507, -0.45652], [-1.09941, -1.80532, 3.10279], [0.30937, -2.00496, 2.40787], [0.63112, -1.15105, 1.32563], [-1.90811, -1.82812, 2.37231], [-1.23239, -0.84727, 3.60533], [-1.32428, -2.57148, 3.84477], [0.24822, -3.06239, 2.15061], [0.97957, -1.94515, 3.26541], [0.68001, -1.34173, -1.60777], [3.21734, 0.00198, -1.88714]]}